1.
{
  "formula": "C19H27F6NO17",
  "method": "the ωB97M-V functional and the def2-TZVPD basis",
  "species": ["O", "N", "O", "C", "O", "C", "O", "O", "C", "O", "C", "F", "F", "C", "F", "F", "C", "F", "F", "C", "O", "O", "H", "H", "H", "C", "C", "O", "C", "O", "O", "C", "H", "H", "H", "H", "H", "H", "H", "H", "C", "C", "O", "C", "O", "O", "C", "H", "H", "H", "H", "H", "H", "H", "H", "C", "C", "O", "C", "O", "O", "C", "H", "H", "H", "H", "H", "H", "H", "H"],
  "coordinates": [[0.85, 1.28, -0.02], [-0.29, 1.06, -0.05], [-0.58, 0.01, 0.86], [-1.88, -0.46, 0.69], [-1.91, -1.64, -0.11], [-1.57, -2.79, 0.48], [-2.02, -3.85, 0.11], [-0.73, -2.71, 1.57], [0.61, -2.41, 1.37], [1.23, -1.75, 2.16], [1.36, -3.04, 0.17], [2.54, -3.46, 0.64], [0.73, -4.10, -0.33], [1.66, -2.02, -0.94], [0.58, -1.33, -1.27], [2.55, -1.15, -0.43], [2.28, -2.63, -2.21], [3.42, -3.23, -1.94], [2.54, -1.58, -3.02], [1.37, -3.57, -3.02], [1.86, -4.38, -3.76], [0.03, -3.43, -2.82], [-2.45, 0.28, 0.15], [-2.32, -0.66, 1.65], [-0.35, -2.81, -3.45], [-1.03, -7.27, -0.03], [-2.52, -7.11, 0.14], [-3.25, -7.94, -0.78], [-3.36, -9.22, -0.44], [-2.94, -9.72, 0.56], [-4.04, -9.84, -1.40], [-4.20, -11.25, -1.18], [-0.75, -7.09, -1.07], [-0.50, -6.57, 0.61], [-0.71, -8.28, 0.23], [-2.82, -6.09, -0.08], [-2.83, -7.33, 1.16], [-4.62, -11.44, -0.20], [-3.24, -11.76, -1.29], [-4.88, -11.60, -1.95], [-5.05, 6.21, 0.87], [-4.16, 5.75, 2.00], [-3.14, 4.85, 1.53], [-2.09, 5.43, 0.95], [-1.92, 6.61, 0.82], [-1.26, 4.46, 0.56], [-0.10, 4.94, -0.14], [-5.47, 5.36, 0.34], [-5.87, 6.82, 1.26], [-4.49, 6.81, 0.15], [-4.73, 5.18, 2.73], [-3.70, 6.59, 2.52], [0.42, 5.70, 0.44], [-0.38, 5.33, -1.11], [0.56, 4.08, -0.27], [6.06, 8.63, 0.76], [4.82, 8.10, 1.45], [4.05, 7.26, 0.57], [4.50, 6.02, 0.44], [5.45, 5.54, 1.00], [3.70, 5.38, -0.41], [4.09, 4.03, -0.69], [5.80, 9.13, -0.17], [6.58, 9.34, 1.40], [6.75, 7.82, 0.52], [4.16, 8.92, 1.72], [5.07, 7.56, 2.36], [4.22, 3.47, 0.23], [5.00, 4.02, -1.28], [3.28, 3.59, -1.27]],
  "lowdin_charge": [0.094, 0.029, -0.066, -0.154, 0.088, -0.505, 0.186, 0.163, -0.296, 0.216, -0.375, 0.186, 0.180, -0.384, 0.161, 0.181, -0.399, 0.197, 0.157, -0.375, 0.200, 0.116, 0.140, 0.150, 0.141, -0.058, -0.206, 0.043, -0.619, 0.123, 0.005, -0.043, 0.084, 0.071, 0.076, 0.097, 0.126, 0.094, 0.098, 0.092, -0.065, -0.214, 0.033, -0.618, 0.131, -0.003, -0.029, 0.081, 0.080, 0.076, 0.121, 0.123, 0.098, 0.103, 0.071, -0.064, -0.212, 0.037, -0.618, 0.129, -0.002, -0.036, 0.081, 0.080, 0.076, 0.122, 0.123, 0.097, 0.099, 0.087],
  "e_above_lowest_ev": 0.213,
  "homo_energy_ev": -10.65,
  "smiles": "O=NOCOC(=O)OC(=O)C(F)(F)C(F)(F)C(F)(F)C(=O)O.CCOC(=O)OC.CCOC(=O)OC.CCOC(=O)OC",
  "e_lumo_ha": -0.0240,
  "charge": 0
}

=====

2.
{
  "formula": "C19H27FN4O",
  "method": "the ωB97M-V functional and the def2-TZVPD basis",
  "species": ["C", "H", "H", "H", "C", "N", "C", "C", "N", "C", "H", "C", "C", "H", "H", "C", "O", "H", "H", "H", "H", "H", "C", "C", "C", "C", "C", "C", "C", "N", "C", "C", "C", "N", "H", "H", "H", "H", "H", "F", "H", "H", "H", "H", "H", "H", "H", "C", "H", "H", "H", "H"],
  "coordinates": [[4.24, 0.88, 0.94], [4.75, -0.07, 0.87], [4.98, 1.68, 0.97], [3.68, 0.90, 1.87], [3.32, 1.07, -0.27], [2.51, -0.12, -0.46], [2.15, -0.48, -1.81], [0.78, 0.04, -2.25], [-0.23, -0.40, -1.31], [0.07, 0.12, 0.01], [0.06, 1.23, 0.01], [1.45, -0.39, 0.49], [1.34, -1.90, 0.77], [0.61, -2.05, 1.57], [0.98, -2.41, -0.12], [2.69, -2.50, 1.18], [2.63, -3.90, 1.33], [1.93, -4.12, 1.95], [3.43, -2.31, 0.41], [3.03, -2.03, 2.12], [1.69, 0.12, 1.43], [-0.69, -0.23, 0.71], [-1.57, -0.01, -1.75], [-2.61, -0.65, -0.88], [-2.85, -2.01, -1.02], [-3.77, -2.65, -0.22], [-4.49, -1.97, 0.75], [-4.25, -0.62, 0.91], [-3.32, 0.04, 0.11], [-3.10, 1.41, 0.37], [-3.01, 1.97, 1.60], [-2.78, 3.31, 1.41], [-2.76, 3.47, 0.02], [-2.95, 2.32, -0.59], [-2.62, 4.37, -0.56], [-2.66, 4.07, 2.16], [-3.08, 1.39, 2.49], [-4.81, -0.06, 1.65], [-5.21, -2.49, 1.36], [-3.98, -3.97, -0.38], [-2.30, -2.57, -1.76], [-1.70, -0.38, -2.77], [-1.70, 1.08, -1.76], [0.79, 1.14, -2.33], [0.54, -0.37, -3.24], [2.13, -1.58, -1.86], [2.92, -0.12, -2.49], [2.57, 2.40, -0.14], [1.96, 2.42, 0.76], [1.93, 2.58, -1.00], [3.29, 3.22, -0.08], [3.96, 1.13, -1.15]],
  "lowdin_charge": [-0.056, 0.074, 0.075, 0.070, -0.405, -0.123, -0.145, -0.168, -0.145, -0.133, 0.121, -0.287, -0.131, 0.120, 0.113, -0.276, -0.066, 0.083, 0.113, 0.120, 0.142, 0.122, -0.142, -0.130, 0.054, -0.265, -0.001, -0.006, -0.156, -0.105, -0.071, -0.063, -0.146, 0.072, 0.099, 0.088, 0.119, 0.115, 0.119, 0.062, 0.133, 0.129, 0.101, 0.118, 0.122, 0.120, 0.122, -0.054, 0.073, 0.063, 0.076, 0.135],
  "e_above_lowest_ev": 1.487,
  "homo_energy_ev": -7.97,
  "smiles": "CC(C)N1CCN(Cc2cc(F)ccc2-n2cccn2)C[C@H]1CCO",
  "e_lumo_ha": 0.0258,
  "charge": 0
}

=====

3.
{
  "formula": "C19H27N2Sc",
  "method": "the ωB97M-V functional and the def2-TZVPD basis",
  "species": ["C", "H", "H", "H", "C", "H", "H", "C", "H", "H", "H", "C", "C", "C", "C", "C", "C", "C", "C", "C", "C", "Sc", "H", "H", "H", "H", "H", "H", "H", "H", "H", "H", "H", "H", "H", "H", "H", "N", "C", "C", "C", "C", "N", "C", "C", "H", "H", "H", "H"],
  "coordinates": [[-1.06, -1.11, -2.25], [-1.83, -0.34, -2.60], [-0.29, -1.34, -2.95], [0.01, 1.07, -1.37], [-1.61, -2.16, -1.37], [-0.95, -2.44, -0.46], [-2.53, -1.79, -0.85], [-1.82, -3.38, -2.28], [-2.20, -4.21, -1.66], [-2.51, -3.01, -3.06], [-0.83, -3.58, -2.71], [1.55, 0.43, 1.03], [1.74, -0.97, 0.91], [2.00, -1.27, -0.47], [1.99, -0.04, -1.19], [1.66, 1.01, -0.27], [1.50, 2.46, -0.60], [2.25, 0.14, -2.65], [2.45, -2.57, -1.03], [1.92, -1.89, 2.06], [1.40, 1.22, 2.28], [-0.38, -0.37, -0.50], [1.76, 1.04, -3.03], [3.33, 0.24, -2.81], [1.89, -0.71, -3.25], [1.35, 2.59, -1.68], [0.61, 2.88, -0.10], [2.39, 3.02, -0.28], [1.03, 0.60, 3.11], [2.38, 1.64, 2.57], [0.69, 2.05, 2.17], [1.76, -2.95, 1.79], [2.95, -1.79, 2.47], [1.21, -1.69, 2.88], [1.96, -2.81, -1.98], [3.54, -2.55, -1.23], [2.24, -3.41, -0.35], [-4.37, 4.43, 3.74], [-3.78, 3.67, 3.09], [-3.04, 2.73, 2.27], [-2.63, 3.08, 0.98], [-1.93, 2.14, 0.22], [-1.74, 0.90, 0.74], [-2.05, 0.53, 2.00], [-2.78, 1.44, 2.79], [-2.80, 4.06, 0.56], [-1.56, 2.35, -0.80], [-1.78, -0.48, 2.34], [-3.07, 1.14, 3.78]],
  "lowdin_charge": [-0.096, 0.152, 0.095, 0.080, -0.335, 0.134, 0.140, -0.013, 0.116, 0.116, 0.102, -0.243, -0.212, -0.242, -0.251, -0.271, -0.031, 0.001, -0.004, 0.008, -0.005, 0.914, 0.088, 0.127, 0.091, 0.091, 0.077, 0.120, 0.089, 0.120, 0.086, 0.094, 0.137, 0.096, 0.088, 0.122, 0.088, 0.228, -0.132, -0.158, 0.044, -0.096, -0.058, -0.075, 0.051, 0.140, 0.117, 0.134, 0.132],
  "e_above_lowest_ev": 0.000,
  "homo_energy_ev": [-15.40, -15.34],
  "e_lumo_ha": [-0.3589, -0.3451],
  "charge": 2
}

=====

4.
{
  "formula": "C19H27N3O8S2",
  "method": "the ωB97M-V functional and the def2-TZVPD basis",
  "species": ["C", "C", "O", "O", "C", "C", "C", "C", "C", "C", "C", "N", "O", "C", "C", "C", "O", "C", "O", "C", "C", "N", "S", "N", "C", "H", "H", "H", "H", "H", "H", "H", "H", "H", "H", "H", "H", "H", "H", "H", "H", "H", "H", "H", "O", "S", "O", "O", "C", "C", "C", "H", "H", "H", "H", "H", "H", "H", "H"],
  "coordinates": [[-4.15, -1.77, -2.22], [-2.73, -1.20, -2.04], [-2.40, -0.24, -2.69], [-1.94, -1.89, -1.18], [-0.97, -1.07, -0.52], [-1.06, -1.40, 1.03], [-1.52, -0.11, 1.75], [-0.69, 0.71, 2.49], [0.78, 0.37, 2.70], [1.79, 1.37, 2.04], [3.20, 0.73, 2.03], [3.75, 0.52, 3.35], [3.78, 0.45, 1.01], [-1.29, 1.94, 3.08], [-0.47, 2.97, 3.90], [-0.38, 4.30, 3.06], [0.89, 4.29, 2.38], [1.00, 5.27, 1.45], [0.10, 5.96, 1.04], [-2.62, 2.24, 2.93], [-3.54, 1.41, 2.18], [-4.84, 1.59, 1.96], [-5.25, 0.27, 1.05], [-3.83, -0.49, 0.91], [-2.92, 0.23, 1.59], [-4.02, -2.71, -2.80], [-4.63, -2.03, -1.26], [-4.77, -1.12, -2.85], [0.07, -1.31, -0.84], [-1.14, 0.01, -0.63], [-1.82, -2.17, 1.21], [-0.11, -1.77, 1.43], [1.01, 0.36, 3.79], [1.04, -0.64, 2.33], [1.51, 1.69, 1.02], [1.88, 2.23, 2.73], [4.19, 1.41, 3.60], [4.44, -0.22, 3.31], [-1.09, 3.22, 4.77], [0.52, 2.59, 4.17], [-0.50, 5.18, 3.72], [-1.21, 4.34, 2.34], [2.02, 5.43, 1.03], [-3.02, 3.17, 3.38], [1.85, -3.33, -2.20], [1.40, -3.59, -3.54], [1.75, -4.80, -4.22], [1.79, -2.35, -4.46], [3.16, -1.92, -4.48], [4.03, -2.82, -5.33], [-0.35, -3.38, -3.61], [3.54, -1.84, -3.46], [3.15, -0.91, -4.90], [4.12, -3.81, -4.88], [5.03, -2.40, -5.44], [3.59, -2.95, -6.32], [-0.61, -2.44, -3.14], [-0.81, -4.21, -3.07], [-0.66, -3.39, -4.65]],
  "lowdin_charge": [0.012, -0.545, 0.101, -0.042, -0.128, -0.072, -0.112, -0.087, -0.123, -0.096, -0.489, 0.107, 0.086, -0.137, -0.082, -0.152, -0.055, -0.329, 0.077, 0.007, -0.354, -0.206, 1.001, -0.219, -0.279, 0.090, 0.065, 0.089, 0.128, 0.129, 0.122, 0.099, 0.122, 0.104, 0.129, 0.088, 0.094, 0.088, 0.121, 0.103, 0.137, 0.119, 0.153, 0.131, -0.279, 0.577, -0.274, -0.260, -0.256, -0.075, -0.112, 0.116, 0.122, 0.071, 0.080, 0.084, 0.048, 0.085, 0.081],
  "e_above_lowest_ev": 1.466,
  "homo_energy_ev": -8.99,
  "e_lumo_ha": -0.0279,
  "charge": 0
}